18
Properties=species:S:1:pos:R:3:forces:R:3 method="wB97M-V/def2-TZVPD" spin_multiplicity=1 lumo_ev=1.062 charge=0 e_homo_ev=-9.17 orbital_gap_ev=10.23 total_energy_ha=-327.013856 mol_weight_g_mol=101.1
C -0.8571 -1.1429 -0.7581 0.0497 -0.0596 0.0155
C -0.9765 0.3681 -0.5581 -0.1322 -0.0357 -0.0517
C -1.7077 0.7253 0.7336 0.0088 0.0153 0.0552
N 0.2370 1.2068 -0.6352 -0.1870 0.0401 0.1420
C 1.8400 -0.3409 0.7764 -0.0384 -0.0717 -0.0169
C 1.5069 0.8271 -0.1165 0.1067 0.0261 0.2250
O 1.2812 0.6241 -1.4847 0.1805 -0.0648 -0.1981
H -0.5837 -1.6690 0.1621 -0.0419 0.0908 -0.1252
H -1.8304 -1.5305 -1.0782 0.1346 0.0660 0.0505
H -0.1242 -1.3740 -1.5351 -0.1148 0.0012 0.1078
H -1.5735 0.7530 -1.3944 0.0611 -0.0536 0.0941
H -1.7723 1.8098 0.8647 0.0225 -0.1469 -0.0344
H -2.7254 0.3214 0.7043 0.1619 0.0542 0.0101
H -1.2036 0.2959 1.6082 -0.0297 0.0715 -0.1401
H 1.4770 -0.1533 1.7934 0.0360 -0.0228 -0.1411
H 1.4305 -1.2825 0.4139 0.0342 0.1536 0.0368
H 2.9297 -0.4395 0.8308 -0.1602 0.0294 -0.0225
H 2.1277 1.7030 0.0927 -0.0918 -0.0930 -0.0070